[1]
ORCA calculation (ωB97M-V/def2-TZVPD) on C13H23Cl4MgO11S as an isolated structure.

Relative energy (zero: lowest compared OMol25 entry of this formula, charge and spin)   6.8 kcal/mol
LUMO level   1.7 eV

```
! wB97M-V def2-TZVPD RIJCOSX def2/J DEFGRID3
* xyz -1 1
Mg 1.486 2.046 1.431
S 3.902 1.877 2.178
O 3.054 3.044 1.845
O 2.944 0.836 1.681
O 5.170 1.909 1.489
O 3.951 1.687 3.621
C -0.367 0.897 -0.978
O 0.489 1.184 0.070
H -0.837 1.821 -1.342
H 0.216 0.446 -1.796
H -1.178 0.175 -0.783
C -5.538 0.585 0.236
C -4.665 0.983 1.414
C -3.479 1.855 0.984
O -3.741 3.124 1.566
C -4.884 3.112 2.257
O -5.286 4.017 2.907
O -5.473 1.901 2.181
H -5.152 -0.229 -0.380
H -5.724 1.430 -0.430
H -6.517 0.275 0.607
H -4.408 0.085 1.971
H -3.372 2.032 -0.087
H -2.506 1.493 1.318
C -1.149 -2.163 2.315
C 0.120 -2.644 1.628
C 1.382 -1.902 2.086
O 2.330 -2.946 2.307
C 1.693 -4.130 2.302
O 2.208 -5.152 2.621
O 0.410 -4.011 1.893
H -1.963 -2.889 2.287
H -1.486 -1.234 1.853
H -0.975 -1.951 3.373
H -0.003 -2.470 0.556
H 1.201 -1.300 2.976
H 1.699 -1.246 1.283
Cl 3.276 4.212 -2.379
C 3.296 2.427 -2.320
C 3.803 1.829 -3.624
Cl 2.513 2.091 -4.855
H 2.323 2.026 -2.049
H 3.935 2.232 -1.457
H 3.951 0.754 -3.546
H 4.716 2.272 -4.007
Cl 1.990 -2.501 -1.245
C 0.712 -2.517 -2.481
C 1.298 -2.711 -3.868
Cl 1.661 -1.150 -4.650
H 0.119 -1.615 -2.349
H 0.018 -3.314 -2.211
H 0.637 -3.265 -4.535
H 2.202 -3.316 -3.864
*
```

Here are the natural (NBO) charges for atoms 1 to 4, given in e: 1.84 2.59 -1.22 -1.23

---

[2]
ORCA calculation (ωB97M-V/def2-TZVPD) on a 2-piece molecular cluster, C13H23ClFN2O4PS overall.

LUMO level   0.2 eV
SMILES string   CCNP(C)(Cl)(CCCS(=O)(=O)O)CC(=O)F.c1ccncc1

```
! wB97M-V def2-TZVPD RIJCOSX def2/J DEFGRID3
* xyz 0 1
C -3.849 2.598 -0.143
C -2.408 2.433 -0.608
N -1.572 2.000 0.529
P -0.429 0.661 0.207
C 0.323 0.981 1.865
Cl 0.855 -1.153 0.011
C 0.348 1.498 -1.248
C 1.732 1.055 -1.705
C 2.286 2.115 -2.683
S 1.840 1.803 -4.384
O 1.407 0.466 -4.578
O 2.958 2.208 -5.176
O 0.618 2.763 -4.738
C -1.869 -0.507 0.104
C -1.947 -1.139 -1.243
O -1.682 -0.617 -2.305
F -2.347 -2.418 -1.212
H -3.907 3.191 0.760
H -4.472 3.063 -0.899
H -4.296 1.638 0.081
H -2.423 1.711 -1.413
H -2.076 3.416 -0.925
H -1.063 2.792 0.891
H 0.916 0.146 2.190
H -0.506 1.064 2.552
H 0.902 1.894 1.860
H 0.420 2.539 -0.954
H -0.297 1.473 -2.114
H 2.451 1.012 -0.904
H 1.711 0.133 -2.260
H 1.865 3.080 -2.430
H 3.359 2.197 -2.652
H 0.997 3.646 -4.829
H -2.793 -0.044 0.410
H -1.650 -1.301 0.805
C 2.199 -4.875 2.914
C 1.734 -5.120 4.196
C 0.712 -4.324 4.688
N 0.151 -3.333 3.999
C 0.612 -3.111 2.769
C 1.627 -3.848 2.181
H 2.995 -5.475 2.492
H 2.154 -5.911 4.802
H 0.316 -4.483 5.685
H 0.140 -2.298 2.232
H 1.957 -3.622 1.177
*
```

Here are the natural (NBO) charges for atoms 1 to 4, given in e: -0.60 -0.25 -0.99 1.66

---

[3]
ORCA calculation (ωB97M-V/def2-TZVPD) on one molecule with the formula C13H23N3O3S.

Relative energy (zero: lowest compared OMol25 entry of this formula, charge and spin)   1.9 kcal/mol
LUMO level   0.6 eV
SMILES string   CCSc1nnc([C@@H](NC(=O)OC(C)(C)C)C(C)C)o1

```
! wB97M-V def2-TZVPD RIJCOSX def2/J DEFGRID3
* xyz 0 1
C 6.143 2.249 2.240
C 4.883 1.756 1.558
S 4.346 2.989 0.299
C 2.930 2.200 -0.278
N 2.116 2.633 -1.187
N 1.158 1.692 -1.321
C 1.425 0.739 -0.495
C 0.675 -0.531 -0.302
N -0.678 -0.381 -0.772
C -1.725 -0.391 0.100
O -1.629 -0.732 1.255
O -2.838 -0.015 -0.540
C -4.114 0.002 0.147
C -4.476 -1.403 0.628
C -4.072 0.989 1.313
C -5.101 0.476 -0.920
C 1.410 -1.699 -1.007
C 0.754 -3.020 -0.621
C 1.410 -1.515 -2.522
O 2.556 0.991 0.215
H 6.463 1.523 2.984
H 6.941 2.385 1.516
H 5.960 3.200 2.735
H 5.056 0.814 1.038
H 4.066 1.638 2.268
H 0.614 -0.751 0.772
H -0.808 0.092 -1.653
H -3.762 -1.738 1.376
H -4.463 -2.099 -0.208
H -5.470 -1.395 1.066
H -5.058 1.065 1.764
H -3.365 0.650 2.065
H -3.767 1.971 0.959
H -4.813 1.458 -1.283
H -5.102 -0.215 -1.760
H -6.102 0.529 -0.503
H 2.444 -1.693 -0.644
H 1.257 -3.848 -1.115
H -0.291 -3.018 -0.921
H 0.800 -3.176 0.454
H 0.403 -1.624 -2.915
H 2.042 -2.267 -2.988
H 1.783 -0.531 -2.798
*
```

Here are the natural (NBO) charges for atoms 1 to 4, given in e: -0.62 -0.50 0.29 0.28

---

[4]
ORCA calculation (ωB97M-V/def2-TZVPD) on C13H23N3O6P2V as an isolated structure.

⟨S²⟩   0.802
LUMO level (alpha / beta)   0.3 / 0.3 eV

```
! wB97M-V def2-TZVPD RIJCOSX def2/J DEFGRID3
* xyz 0 2
V -0.053 -0.040 -0.097
N -0.892 -0.688 -3.161
C -1.541 0.643 -2.807
C -2.232 1.159 -4.061
P -0.215 1.874 -2.279
O 1.148 1.012 -2.605
O -0.254 3.078 -3.116
O -0.309 1.894 -0.763
P -2.816 0.282 -1.489
O -3.545 -0.954 -2.263
O -3.716 1.425 -1.309
O -2.069 -0.367 -0.338
H -0.244 -0.568 -3.940
H -1.627 -1.352 -3.420
H -0.333 -1.115 -2.372
H -1.510 1.372 -4.850
H -2.734 2.093 -3.816
H -2.977 0.446 -4.421
H 1.728 1.556 -3.153
H -4.503 -0.880 -2.241
C 0.527 -5.035 -2.391
C 1.663 -4.240 -1.733
C 2.784 -4.006 -2.757
C 2.217 -5.032 -0.542
C 1.148 -2.949 -1.259
C 0.708 -1.885 -0.861
H 0.892 -6.011 -2.718
H 0.140 -4.505 -3.263
H -0.294 -5.186 -1.691
H 3.174 -4.961 -3.111
H 3.601 -3.440 -2.309
H 2.412 -3.444 -3.615
H 2.610 -5.992 -0.881
H 1.435 -5.217 0.195
H 3.022 -4.481 -0.054
N -1.265 -0.192 2.860
C 0.081 -0.164 2.975
C 0.712 -0.087 4.235
C 2.083 -0.067 4.288
C 2.835 -0.138 3.109
C 2.146 -0.221 1.926
N 0.806 -0.217 1.848
H -1.845 -0.060 3.667
H -1.705 -0.238 1.951
H 0.111 -0.046 5.132
H 2.580 -0.005 5.247
H 3.914 -0.137 3.119
H 2.660 -0.313 0.976
*
```

Here are the natural (NBO) charges for atoms 1 to 4, given in e: 1.23 -0.74 -0.63 -0.64

---

[5]
ORCA calculation (ωB97M-V/def2-TZVPD) on one molecule with the formula C13H23N5O2.

Relative energy (zero: lowest compared OMol25 entry of this formula, charge and spin)   0.0 kcal/mol
LUMO level   0.5 eV
SMILES string   C[C@@H](O)CN(C)c1ccc(NNC(=O)C(C)(C)C)nn1

```
! wB97M-V def2-TZVPD RIJCOSX def2/J DEFGRID3
* xyz 0 1
C 2.334 -4.261 -3.976
C 2.563 -2.843 -3.388
O 1.484 -1.958 -3.637
C 2.787 -2.962 -1.854
N 3.213 -1.673 -1.252
C 4.658 -1.350 -1.254
C 2.364 -0.864 -0.453
C 0.975 -1.019 -0.401
C 0.242 -0.214 0.460
C 0.882 0.738 1.202
N 0.170 1.530 2.113
N -1.268 1.459 2.247
C -2.001 2.592 2.232
O -1.448 3.643 2.400
C -3.497 2.540 2.065
C -4.161 3.213 3.252
C -3.866 3.386 0.802
C -4.065 1.078 1.975
N 2.199 0.918 1.074
N 2.938 0.110 0.312
H 3.098 -4.946 -3.601
H 2.344 -4.171 -5.072
H 1.341 -4.619 -3.719
H 3.442 -2.400 -3.855
H 1.683 -1.101 -3.262
H 3.593 -3.661 -1.664
H 1.872 -3.345 -1.352
H 4.788 -0.258 -1.225
H 5.199 -1.716 -0.354
H 5.144 -1.741 -2.135
H 0.451 -1.767 -0.996
H -0.838 -0.274 0.488
H 0.676 2.245 2.608
H -1.767 0.568 2.218
H -4.011 4.286 3.294
H -3.741 2.843 4.178
H -5.246 2.996 3.258
H -4.932 3.510 0.745
H -3.449 4.425 0.848
H -3.507 2.899 -0.124
H -3.636 0.543 1.109
H -5.139 1.122 1.812
H -3.868 0.498 2.879
*
```

Here are the natural (NBO) charges for atoms 1 to 4, given in e: -0.63 0.10 -0.73 -0.23

---

[6]
ORCA calculation (ωB97M-V/def2-TZVPD) on C13H24AuB11Br6ClN2O3S as an isolated structure.

⟨S²⟩   2.033
Relative energy (zero: lowest compared OMol25 entry of this formula, charge and spin)   11.7 kcal/mol
LUMO level (alpha / beta)   -9.3 / -12.6 eV

```
! wB97M-V def2-TZVPD RIJCOSX def2/J DEFGRID3
* xyz 3 3
Au 0.645 1.876 0.167
Br -1.409 2.044 1.628
B -0.627 2.300 3.439
B -0.855 1.046 4.728
C 0.524 1.347 5.658
B 0.793 1.363 3.975
B 1.766 2.426 5.119
B 0.706 2.733 6.610
B -0.961 1.935 6.342
B -1.738 2.648 4.850
Br -3.619 2.782 4.587
B -0.785 3.719 6.047
Br -1.593 5.014 7.140
B 0.933 4.024 5.268
Br 1.876 5.635 5.561
B 0.959 3.138 3.666
Br 1.981 3.787 2.142
B -0.569 3.929 4.211
Br -1.238 5.481 3.310
H -1.391 -0.001 4.612
H 0.125 2.282 5.235
H 1.349 0.506 3.377
H 2.918 2.228 5.267
H 1.182 2.788 7.688
H -1.491 1.413 7.257
Cl -6.165 -3.637 -0.687
C -4.688 -2.955 -0.899
C -3.913 -2.581 0.248
C -2.692 -2.010 0.052
C -2.212 -1.805 -1.264
C -2.970 -2.171 -2.399
C -4.198 -2.741 -2.233
C -0.864 -1.130 -1.381
O -0.387 -1.156 -2.643
O -0.314 -0.628 -0.442
H -4.310 -2.757 1.238
H -2.077 -1.712 0.891
H -2.589 -1.984 -3.392
H -4.811 -3.029 -3.077
C 2.067 -1.354 -7.580
C 2.909 -0.927 -6.387
N 2.078 -0.466 -5.250
C 1.649 -1.226 -4.264
S 1.056 -0.301 -2.878
N 1.763 -2.534 -4.266
C 1.605 -3.467 -3.132
C 0.407 -4.381 -3.314
H 2.728 -1.615 -8.405
H 1.420 -0.544 -7.913
H 1.446 -2.224 -7.359
H 3.558 -0.093 -6.645
H 3.550 -1.732 -6.026
H 1.784 0.501 -5.252
H 2.014 -2.961 -5.151
H 1.545 -2.880 -2.219
H 2.525 -4.049 -3.080
H -0.517 -3.809 -3.400
H 0.330 -5.052 -2.459
H 0.511 -4.999 -4.206
O 2.480 2.413 -1.028
H 3.286 2.177 -0.544
H 2.516 3.375 -1.137
*
```

Here are the natural (NBO) charges for atoms 1 to 4, given in e: 0.68 0.03 -0.09 0.01